[1]
An isolated molecule of C14H20N4O2S. Source: OMol25; level of theory: ωB97M-V/def2-TZVPD.

```
41
Properties=species:S:1:pos:R:3:forces:R:3
C 0.385 2.219 6.313 0.02 0.02 0.01
C 0.610 1.525 5.006 0.00 -0.04 -0.07
C 1.883 1.505 4.439 -0.11 -0.05 -0.10
C 2.107 0.871 3.231 0.18 -0.01 0.02
C 1.052 0.253 2.588 0.05 -0.36 -0.38
S 1.318 -0.518 1.006 0.23 0.63 -0.10
O 2.696 -0.904 0.882 0.01 0.30 0.17
O 0.301 -1.505 0.776 -0.22 0.30 0.16
N 1.044 0.789 -0.026 0.33 -0.59 0.55
C 0.077 0.581 -1.076 -0.40 -0.43 -0.27
C 0.548 -0.417 -2.155 0.23 0.44 0.17
C 1.602 0.188 -3.076 -0.16 -0.13 0.14
N -0.593 -0.837 -2.925 -0.59 -0.70 -0.14
N -1.144 -0.031 -3.854 0.08 0.68 -0.35
C -2.197 -0.698 -4.272 0.33 -0.06 0.33
C -3.117 -0.202 -5.323 0.06 0.03 0.03
N -2.356 -1.889 -3.647 -0.28 -0.41 0.03
C -1.348 -1.952 -2.803 0.09 0.29 -0.12
C -1.054 -3.063 -1.872 0.07 -0.04 0.11
C -0.217 0.257 3.129 -0.11 -0.10 -0.04
C -0.434 0.893 4.340 0.11 0.02 -0.04
H 1.050 1.816 7.075 0.01 0.00 0.10
H -0.642 2.102 6.647 -0.05 0.02 0.07
H 0.601 3.282 6.216 -0.02 0.08 0.05
H 2.700 1.989 4.953 0.10 0.04 0.04
H 3.087 0.832 2.782 0.17 0.04 0.02
H 1.927 1.141 -0.364 0.25 0.04 0.10
H -0.817 0.182 -0.593 -0.08 0.11 -0.23
H -0.167 1.542 -1.536 -0.01 -0.06 0.06
H 0.950 -1.298 -1.644 -0.14 0.06 -0.17
H 2.467 0.511 -2.502 0.13 0.02 0.04
H 1.177 1.036 -3.608 0.02 0.05 -0.03
H 1.927 -0.549 -3.805 0.08 -0.02 -0.05
H -4.130 -0.146 -4.930 -0.07 0.03 -0.03
H -3.120 -0.890 -6.166 -0.04 0.01 -0.08
H -2.794 0.781 -5.653 -0.05 0.05 -0.07
H -0.201 -3.640 -2.230 0.05 -0.08 0.04
H -1.921 -3.716 -1.826 -0.01 -0.02 0.00
H -0.821 -2.687 -0.877 0.00 -0.10 0.01
H -1.010 -0.249 2.604 -0.17 -0.05 0.00
H -1.424 0.897 4.772 -0.09 -0.01 0.04
```
Forces are in eV/Å.

Results
- SMILES = Cc1ccc(S(=O)(=O)NC[C@H](C)n2nc(C)nc2C)cc1
- E (eV) = -35733.5463
- HOMO (eV) = -8.99
- LUMO level (eV) = 0.6
- ΔE to the lowest compared entry with this formula, charge and spin (kcal/mol) = 3.3
- orbital gap (eV) = 9.6

Taken from the Löwdin analysis, the atomic charges in e are: -0.047, -0.268, -0.029, -0.052, -0.287, 0.666, -0.286, -0.293, -0.113, -0.193, -0.314, -0.034, -0.070, 0.148, -0.419, -0.033, 0.159, -0.338, 0.002, -0.049, -0.026, 0.085, 0.075, 0.086, 0.118, 0.114, 0.100, 0.121, 0.130, 0.132, 0.074, 0.075, 0.086, 0.075, 0.075, 0.072, 0.091, 0.084, 0.055, 0.114, 0.114


[2]
A cluster of 2 separate species, C3H10NS2 in total. Source: OMol25; level of theory: ωB97M-V/def2-TZVPD.

```
16
Properties=species:S:1:pos:R:3:forces:R:3
C -0.804 -2.179 1.965 0.33 1.42 -0.14
C -0.124 -1.122 2.423 -1.64 -1.51 0.97
N -2.066 -2.489 2.675 -0.67 -0.98 -0.35
H -0.661 -2.722 1.023 0.03 0.14 0.62
H 0.751 -0.765 1.959 0.84 0.32 -0.36
H -0.466 -0.657 3.368 0.41 -0.06 -0.70
H -2.127 -3.466 3.002 0.26 0.22 -0.07
H -2.150 -1.896 3.500 -0.18 0.13 0.02
H -2.907 -2.373 2.071 0.58 0.23 0.38
C -0.266 -0.068 -0.537 0.04 -0.23 -0.48
S 0.456 0.634 -2.079 -0.21 0.10 0.45
S 1.420 2.299 -1.328 -0.69 0.18 -0.26
H 0.494 -0.729 -0.092 -0.46 0.27 -0.18
H -1.201 -0.628 -0.768 0.71 0.30 -0.02
H -0.517 0.759 0.129 0.07 -0.12 0.01
H 0.386 3.185 -1.502 0.57 -0.41 0.12
```
Forces are in eV/Å.

Results
- E (eV) = -26425.6531
- HOMO (eV) = -11.71
- LUMO level (eV) = -4.0
- ΔE to the lowest compared entry with this formula, charge and spin (kcal/mol) = 43.7
- orbital gap (eV) = 7.7
- total charge = +1

Taken from the Löwdin analysis, the atomic charges in e are: -0.129, 0.083, 0.182, 0.135, 0.063, 0.103, 0.183, 0.161, 0.192, -0.526, 0.364, 0.299, 0.001, 0.039, 0.017, -0.168


[3]
A structure of composition C12H35Ba2Fe2NO17P2. Source: OMol25; level of theory: ωB97M-V/def2-TZVPD.

```
71
Properties=species:S:1:pos:R:3:forces:R:3
Fe -12.130 17.276 -18.714 -0.90 -0.68 -0.68
Fe -8.518 16.269 -17.778 2.44 -1.29 -1.22
Ba -7.805 19.621 -20.415 1.04 -0.64 -0.42
Ba -7.369 19.237 -15.983 0.64 -0.81 -0.08
P -10.041 18.326 -17.651 0.64 -0.40 0.30
O -10.055 17.120 -18.553 -1.55 -1.12 -4.04
O -9.411 17.531 -16.465 0.09 2.06 2.07
O -11.540 18.686 -17.473 1.68 0.70 -0.22
O -9.014 19.344 -18.176 -0.94 0.24 0.93
P -6.188 16.907 -18.978 6.54 -2.46 -2.86
O -5.812 18.082 -19.992 -3.80 0.34 1.25
O -7.351 15.905 -19.365 -1.10 0.65 0.04
O -6.780 17.293 -17.584 -0.74 2.12 2.06
O -4.804 16.235 -18.847 -2.66 0.38 1.14
C -13.680 14.465 -15.962 -1.10 -0.10 1.54
C -13.696 15.366 -17.133 0.53 0.23 0.08
C -14.480 16.676 -16.912 0.38 -0.85 0.36
O -14.069 17.638 -17.860 0.10 0.07 -0.95
C -14.839 18.851 -17.868 -0.91 -0.72 0.36
N -12.255 15.646 -17.366 -0.05 0.54 0.11
H -13.325 14.970 -15.064 0.34 0.18 -0.04
H -12.984 13.657 -16.190 -0.56 -0.45 0.28
H -14.695 14.172 -15.693 0.08 -0.74 -0.13
H -14.106 14.772 -17.950 0.13 0.45 -0.50
H -14.284 17.028 -15.900 0.20 0.22 0.14
H -15.553 16.489 -16.955 -0.12 -0.02 -0.31
H -14.802 19.286 -16.869 0.40 0.55 -0.23
H -15.882 18.570 -18.013 -0.19 -0.06 -0.11
H -14.574 19.483 -18.715 0.52 -0.04 0.45
H -11.898 16.059 -16.517 -0.43 1.19 0.77
H -11.727 14.807 -17.173 0.00 -0.90 -1.21
C -11.371 21.935 -18.018 -0.66 1.78 0.96
C -12.086 22.984 -17.148 -0.69 0.15 0.18
O -12.848 22.435 -16.118 -0.76 -1.75 1.01
O -10.166 21.541 -17.402 -0.11 0.47 0.25
H -11.240 22.462 -18.963 0.40 -0.45 -0.43
H -12.082 21.112 -18.099 0.05 -0.23 -0.34
H -12.895 23.457 -17.705 0.74 0.67 -0.76
H -11.478 23.679 -16.570 0.84 0.46 -1.21
H -12.429 21.591 -15.934 -0.03 -0.42 0.79
H -9.832 20.750 -17.832 0.13 0.07 -0.28
C -12.658 16.262 -21.391 -0.02 -1.24 -2.00
C -13.622 17.413 -21.304 0.23 -0.39 1.52
O -12.893 18.470 -20.610 -1.09 -0.49 -0.34
O -12.128 15.729 -20.153 -1.18 1.25 -0.69
H -11.850 16.576 -22.052 0.35 0.03 0.24
H -13.137 15.429 -21.905 -0.23 -0.03 -0.07
H -14.515 17.141 -20.741 0.07 0.14 0.48
H -14.028 17.716 -22.270 0.59 0.02 -0.18
H -12.646 19.071 -21.316 0.61 0.52 0.24
H -11.550 15.000 -20.390 0.35 -0.02 0.24
C -12.305 19.030 -14.375 1.00 -0.40 1.48
C -11.437 17.887 -13.764 -0.67 0.13 0.03
O -11.174 16.822 -14.667 -0.73 -0.24 0.24
O -11.555 19.860 -15.259 -0.59 -0.24 1.33
H -12.673 19.657 -13.563 0.20 0.13 0.10
H -13.208 18.557 -14.761 0.02 0.10 -0.78
H -11.935 17.406 -12.923 -0.36 0.21 0.02
H -10.505 18.263 -13.342 0.22 0.39 -0.18
H -10.681 17.173 -15.412 0.79 0.18 -0.12
H -11.479 19.346 -16.066 -0.30 0.22 -0.58
C -4.983 16.752 -14.490 -2.46 0.45 -0.66
C -6.414 16.021 -14.400 1.63 -0.09 -0.23
O -7.523 16.924 -14.392 0.29 1.10 0.87
O -4.986 17.652 -15.599 0.02 0.43 0.68
H -4.141 16.061 -14.500 -0.21 -0.15 -0.12
H -4.902 17.445 -13.653 0.06 -0.44 0.42
H -6.360 15.434 -13.483 -0.31 -0.12 0.02
H -6.727 15.408 -15.245 1.35 -0.60 -0.12
H -8.151 16.542 -13.774 -0.40 0.27 -0.04
H -5.140 17.172 -16.416 0.16 -0.50 -0.86
```
Forces are in eV/Å.

Results
- expectation value of S² = 24.774
- 2S+1 = 10
- E (eV) = -138050.8951
- HOMO (spin up / spin down) (eV) = -6.35 / -9.23
- LUMO level (spin up / spin down) (eV) = -2.8 / -2.9
- orbital gap (spin up / spin down) (eV) = 3.6 / 6.3
- total charge = +1

Taken from the Löwdin analysis, the atomic charges in e are: 0.794, 0.835, 1.417, 1.949, 0.040, -0.403, -0.523, -0.306, -0.752, 0.010, -0.672, -0.412, -0.659, -0.380, -0.055, -0.366, -0.141, -0.274, -0.021, 0.027, 0.089, 0.098, 0.100, 0.149, 0.123, 0.144, 0.104, 0.097, 0.099, 0.062, 0.107, -0.233, -0.243, -0.081, -0.097, 0.113, 0.107, 0.120, 0.125, 0.035, -0.036, -0.181, -0.172, -0.102, -0.088, 0.134, 0.136, 0.125, 0.142, 0.103, 0.133, -0.190, -0.204, -0.105, -0.085, 0.126, 0.100, 0.121, 0.112, -0.013, -0.028, -0.162, -0.181, -0.225, -0.199, 0.131, 0.118, 0.123, 0.115, 0.094, 0.032